P:
Molecular formula: C2H5N3OS
Method: DFT, ωB97M-V/def2-TZVPD

**E_HOMO**: -0.31196 Eh
**Frontier orbital gap**: 9.23 eV
**Structure (SMILES)**: C=NNC(=O)NS

The geometry in ORCA input format:
```
! wB97M-V def2-TZVPD RIJCOSX def2/J DEFGRID3
* xyz 0 1
S -1.6633 -1.2899 0.0008
H 3.4319 -0.3052 0.0068
H -0.3724 -1.6406 0.0212
H 2.8989 -2.0864 0.0020
N -1.3068 0.4078 -0.0035
N 1.0858 0.6123 -0.0002
N 1.4035 -0.7030 -0.0018
H -2.1246 0.9611 -0.0174
C -0.1692 1.1795 -0.0018
H 1.8141 1.2985 -0.0156
O -0.2542 2.4058 0.0054
C 2.6229 -1.0220 -0.0007
*
```



Q:
Molecular formula: C2H5N3OS
Method: DFT, ωB97M-V/def2-TZVPD

**E_HOMO**: -0.35196 Eh
**Frontier orbital gap**: 10.29 eV
**Structure (SMILES)**: [H]/N=C/NSC(N)=O

The geometry in ORCA input format:
```
! wB97M-V def2-TZVPD RIJCOSX def2/J DEFGRID3
* xyz 0 1
H -0.3663 1.7036 -0.4773
N 3.2133 0.3435 0.0121
C 2.0381 0.1241 0.4045
H 3.7653 0.6126 0.7960
C -1.6784 0.2319 0.0621
H 1.3765 -0.2543 -1.4253
O -2.7587 -0.2122 0.3085
N -1.2722 1.5144 -0.1377
S -0.3399 -1.0544 -0.0673
H -1.9479 2.2461 -0.1236
H 1.8576 0.1092 1.5106
N 1.0110 -0.1414 -0.5133
*
```



R:
Molecular formula: C2H5N3OS
Method: DFT, ωB97M-V/def2-TZVPD

**E_HOMO**: -0.32101 Eh
**Frontier orbital gap**: 9.45 eV
**Structure (SMILES)**: N/N=C/NSC=O

The geometry in ORCA input format:
```
! wB97M-V def2-TZVPD RIJCOSX def2/J DEFGRID3
* xyz 0 1
O 3.4015 -1.0521 -0.1926
H 2.4565 -0.3187 1.5447
S 1.5072 0.4932 -0.9415
H -1.7090 1.0387 0.6651
N -2.3302 -0.9206 -0.3353
N -0.9052 -0.5681 -0.1940
N 0.4406 1.3515 -0.0236
H -2.3091 -1.8492 -0.8067
C -0.7919 0.6047 0.1242
C 2.4808 -0.4479 0.2633
H -2.8872 -0.1979 -0.9013
H 0.6459 1.8664 0.7978
*
```



The least stable of them is R.



P:
Molecular formula: H13O6
Method: DFT, ωB97M-V/def2-TZVPD

**E_HOMO**: -0.55071 Eh
**Frontier orbital gap**: 11.65 eV

The geometry in ORCA input format:
```
! wB97M-V def2-TZVPD RIJCOSX def2/J DEFGRID3
* xyz 1 1
H -2.1518 -1.7054 1.5400
O -1.4633 -0.9497 1.6193
O 1.5175 0.9501 -2.5388
H -1.7179 -0.2308 2.0950
H 0.3746 0.3356 -0.6006
H -1.3492 2.1893 0.2407
H -0.3206 2.5701 1.2420
O 0.4301 -0.5967 -0.1998
H 1.4966 -0.5801 0.0193
O -2.3998 -0.7033 -1.2634
H -3.0204 -1.0498 -0.6302
H 2.5029 -1.5329 2.1822
H -0.2622 -0.5285 0.5975
O 2.7470 -1.2094 1.2346
H -2.9160 0.0104 -1.6265
H 1.6046 1.4138 -3.3170
H 3.4001 -1.8271 0.9494
H 1.9575 1.4057 -1.9099
O -0.4298 2.0386 0.3662
*
```



Q:
Molecular formula: H13O6
Method: DFT, ωB97M-V/def2-TZVPD

**E_HOMO**: -0.53041 Eh
**Frontier orbital gap**: 11.19 eV

The geometry in ORCA input format:
```
! wB97M-V def2-TZVPD RIJCOSX def2/J DEFGRID3
* xyz 1 1
H -2.6087 1.4025 0.1017
O 2.0992 -0.1322 -2.3646
O 0.7851 -2.0493 2.0250
H -0.2604 2.5354 2.7289
O -1.7163 1.7742 -0.1317
O -0.6694 -1.4675 -1.8274
H -0.0893 -0.3678 -0.6529
O 0.3956 2.0222 2.1741
H -1.4513 -1.1710 -2.3094
H 1.9263 0.7105 -2.7167
O 0.3808 -0.0527 0.2246
H 1.0821 2.6984 2.0299
H 0.2464 -2.7252 1.8963
H 0.6521 -2.1475 3.0811
H -1.9809 2.1944 -0.8584
H 1.6663 -0.8467 -2.8475
H 0.4099 -0.7912 0.6964
H 0.0261 0.8124 0.6855
H -0.8935 -2.3990 -1.9349
*
```



The least stable of them is Q.



P:
Molecular formula: H13O6
Method: DFT, ωB97M-V/def2-TZVPD

**E_HOMO**: -0.52874 Eh
**Frontier orbital gap**: 11.63 eV

The geometry in ORCA input format:
```
! wB97M-V def2-TZVPD RIJCOSX def2/J DEFGRID3
* xyz 1 1
O -3.1803 4.1541 -0.7750
H -3.9538 4.4055 -1.3106
H 0.8198 -3.7915 -1.7443
H -2.5159 4.8163 -0.9954
H 4.2609 -3.4949 0.7962
H 1.2690 -0.1861 -1.1422
H 0.8617 -1.6468 -0.7864
O 4.0308 -2.6948 0.3145
H -0.5444 0.1826 2.2238
H -2.3348 2.4486 1.5387
H 1.0392 -3.8682 -0.2365
H -2.2564 2.7987 0.0312
O -0.2673 0.4174 1.3327
O -1.8938 2.2125 0.7161
H 0.1753 -0.2357 0.6147
H 4.6089 -2.6985 -0.4641
H -0.8679 1.1452 0.9123
O 0.5852 -3.3504 -0.9146
O 0.6447 -0.6971 -0.6152
*
```



Q:
Molecular formula: H13O6
Method: DFT, ωB97M-V/def2-TZVPD

**E_HOMO**: -0.50311 Eh
**Frontier orbital gap**: 10.82 eV

The geometry in ORCA input format:
```
! wB97M-V def2-TZVPD RIJCOSX def2/J DEFGRID3
* xyz 1 1
O -0.6766 2.6749 1.9616
H -0.1253 -1.0990 0.0420
H 0.5541 0.8337 -0.1114
H 0.2398 2.1432 0.9347
H -0.9354 2.1424 2.7176
H 1.8754 1.5308 0.1745
H -2.3097 -0.2158 -1.7046
H -3.1380 0.3268 -0.5120
O 3.5466 1.5889 -0.1350
O 0.6218 -0.6950 -0.4402
H 1.1171 -1.4158 -0.8391
H 4.0741 2.3676 0.0448
H -2.9926 -5.2726 -1.4096
H -0.6787 3.5566 2.3101
O 0.9310 1.6527 0.3694
H 4.2219 1.0555 -0.5658
H -2.0078 -5.9120 -0.5821
O -2.0480 -5.4397 -1.4110
O -2.2697 0.1769 -0.8440
*
```



The least stable of them is Q.



P:
Molecular formula: C4H12N2S
Method: DFT, ωB97M-V/def2-TZVPD

**E_HOMO (spin up / spin down)**: -0.26774 / -0.24866 Eh
**Frontier orbital gap (spin up / spin down)**: 7.92 / 7.56 eV

The geometry in ORCA input format:
```
! wB97M-V def2-TZVPD RIJCOSX def2/J DEFGRID3
* xyz 0 1
H 2.8874 0.9990 -0.5941
H 1.2021 -1.6916 1.6909
H 0.1612 -0.1755 1.9811
N -0.8229 0.4486 -1.3980
H -1.2191 1.7039 1.1427
C -2.2321 1.4176 0.4517
H -3.0189 1.0414 1.1317
C 1.0442 -0.2788 0.0364
H -0.5107 1.4187 -1.6204
H 0.7907 -1.6699 -1.5975
H 2.4285 -0.7126 -1.5995
S 1.9658 1.2211 0.4815
H 1.9676 -2.1550 -0.4857
C 0.4715 -0.9636 1.2573
H -0.3274 -1.5591 0.8764
H -2.4814 2.3618 -0.0450
N -1.8877 0.3990 -0.5843
C 1.5648 -1.2022 -0.9819
H -1.9835 -0.6030 -0.1432
*
```



Q:
Molecular formula: C4H12N2S
Method: DFT, ωB97M-V/def2-TZVPD

**E_HOMO**: -0.32592 Eh
**Frontier orbital gap**: 8.79 eV

The geometry in ORCA input format:
```
! wB97M-V def2-TZVPD RIJCOSX def2/J DEFGRID3
* xyz 0 1
H -2.4491 -1.6447 0.3440
N -2.0025 -2.0762 1.1502
C -0.6048 -1.9714 0.9715
H 2.0337 2.2692 -0.9342
H 1.4805 -0.0124 -1.2378
H 0.6319 2.8342 -1.8748
C 0.9638 2.1032 -1.1418
H 1.3590 -1.5957 1.6009
H -2.2684 -1.5454 1.9727
H -0.7272 1.9155 -0.0333
H 0.6486 1.7943 0.8450
H 0.0623 -1.2394 2.8619
C 0.3141 -1.6239 1.8808
N 0.2058 2.2947 0.0836
H -0.2965 -2.4734 0.0588
S -0.8805 0.0903 -1.8570
C 0.8538 0.6949 -1.7723
H -0.6049 -0.5549 -0.1324
H 1.2803 0.7413 -2.7857
*
```



R:
Molecular formula: C4H12N2S
Method: DFT, ωB97M-V/def2-TZVPD

**E_HOMO**: -0.32115 Eh
**Frontier orbital gap**: 9.72 eV
**Structure (SMILES)**: NCCNCCS

The geometry in ORCA input format:
```
! wB97M-V def2-TZVPD RIJCOSX def2/J DEFGRID3
* xyz 0 1
N -0.6884 -1.0114 0.8103
H -2.5183 -0.9792 -0.0845
H -0.2516 0.8149 -2.6595
H 1.1262 -1.2670 -0.2279
H 3.1853 1.7202 1.5853
C -1.4267 0.5386 -1.0304
H -0.9993 -1.8641 1.2433
S 3.0881 0.5148 1.0265
N -0.0981 0.7799 -1.6582
H -1.3162 -1.5868 -1.1740
C 1.2812 0.3845 1.1824
H -1.6540 1.3215 -0.3291
C 0.7729 -0.9765 0.7661
H 0.9212 0.6354 2.1713
C -1.4827 -0.8308 -0.3882
H 0.8753 1.1467 0.5388
H 1.1406 -1.6872 1.5088
H -2.1699 0.6241 -1.8256
H 0.2145 1.7224 -1.4554
*
```



S:
Molecular formula: C4H12N2S
Method: DFT, ωB97M-V/def2-TZVPD

**E_HOMO**: -0.24427 Eh
**Frontier orbital gap**: 7.06 eV

The geometry in ORCA input format:
```
! wB97M-V def2-TZVPD RIJCOSX def2/J DEFGRID3
* xyz 0 1
H 0.5215 3.9489 0.2760
H 0.2160 2.4747 1.2441
H -0.3942 0.2947 -2.4299
H -1.1580 -3.3938 0.8075
H 0.0145 -0.7369 -1.1301
H -1.1347 3.3925 0.6176
C -0.2424 -3.0526 0.3185
C -0.1180 3.0863 0.4096
H -0.5066 -2.7651 -0.7015
H 1.2449 0.9443 -0.0632
H 0.4673 -3.8832 0.2731
S -0.7872 -0.4324 1.1952
N 0.2349 0.1006 -1.6717
C 0.3396 -1.8744 1.0951
H 0.5729 -2.1981 2.1109
C 0.4948 1.1035 -0.8174
H 1.3022 -1.5860 0.6572
H -0.9264 2.3338 -1.4064
N -0.1411 2.2432 -0.7846
*
```



The least stable of them is P.



P:
Molecular formula: C4H12N2S
Method: DFT, ωB97M-V/def2-TZVPD

**E_HOMO**: -0.33048 Eh
**Frontier orbital gap**: 9.94 eV
**Structure (SMILES)**: C[C@H](CS)NCN

The geometry in ORCA input format:
```
! wB97M-V def2-TZVPD RIJCOSX def2/J DEFGRID3
* xyz 0 1
C -0.1019 -0.2253 -0.6811
C 0.6636 -0.1250 1.6762
H -1.7636 0.3650 0.6412
H -0.3052 -0.0436 -2.8769
C 0.2743 0.3277 -2.0236
H 0.1943 1.4126 -2.1010
H 0.0752 -1.2889 -0.5870
N 0.8104 0.3919 0.3087
H 0.9394 -1.1805 1.7580
H 2.3500 0.2320 2.7784
H -0.3843 -0.0675 1.9300
S -2.6087 -1.4537 -0.4917
H 1.3722 1.5996 2.5540
H -1.9333 0.7844 -1.0839
N 1.4246 0.6007 2.6452
H 1.7487 0.1340 0.0210
C -1.5742 0.0397 -0.3781
H -2.4979 -1.6449 -1.8134
H 1.3164 0.1418 -2.2759
*
```



Q:
Molecular formula: C4H12N2S
Method: DFT, ωB97M-V/def2-TZVPD

**E_HOMO**: -0.30852 Eh
**Frontier orbital gap**: 9.19 eV
**Structure (SMILES)**: NCCNCCS

The geometry in ORCA input format:
```
! wB97M-V def2-TZVPD RIJCOSX def2/J DEFGRID3
* xyz 0 1
C 2.1118 -0.1135 1.3286
H 2.2759 -1.2179 1.4032
H 3.2074 1.0544 0.0733
S -1.9086 -1.3610 -0.6868
N 3.3719 0.5131 0.9102
H -2.5306 0.7160 -1.6503
H -1.8593 1.9848 0.0394
C -1.5822 0.3207 -1.2885
H -0.5235 0.4283 1.6096
H 1.3955 0.3746 -0.7261
H 4.1110 -0.1410 0.7031
H 1.7462 0.3232 2.2608
N -0.1263 0.8221 0.7737
H -0.9606 0.2775 -2.1663
C 0.9801 0.0856 0.2465
H 0.6734 -0.9425 0.0293
H -0.4808 2.0459 -0.8564
C -1.0240 1.3250 -0.2058
H -2.5257 -2.1911 -1.5518
*
```



R:
Molecular formula: C4H12N2S
Method: DFT, ωB97M-V/def2-TZVPD

**E_HOMO**: -0.30878 Eh
**Frontier orbital gap**: 9.41 eV
**Structure (SMILES)**: NCCNCCS

The geometry in ORCA input format:
```
! wB97M-V def2-TZVPD RIJCOSX def2/J DEFGRID3
* xyz 0 1
H 0.5739 1.5364 -0.5344
H 1.5165 0.8792 0.8001
C 0.9439 0.6070 -0.0931
H 3.1284 -0.9914 0.2887
H -3.4791 0.4624 0.4482
C -1.4850 0.0898 -0.1846
S -2.2314 0.7528 2.4593
H -1.5225 1.1152 -0.5577
H -2.8816 -1.0448 1.0557
C -2.5891 -0.0152 0.8491
H 0.1024 -1.2186 0.0465
C 1.8886 -0.0293 -1.1127
H 1.4094 -0.2844 -2.0546
N 2.6288 -1.1419 -0.5663
H 2.4461 -2.0908 -0.8234
H -1.0864 1.3364 2.0911
H -1.8477 -0.4318 -1.0776
H 2.6560 0.7388 -1.2930
N -0.1714 -0.2698 0.2587
*
```



The least stable of them is Q.